DFT (ωB97M-V with the def2-TZVPD basis set) results for one molecule with the formula C5H10N2O.

Element x y z (Å)
C -1.57017 -1.95784 -0.03628
C 2.27072 0.81052 0.23933
C -1.12422 1.81264 -0.05048
C 1.06441 -0.08692 0.03516
C -0.72191 0.36309 0.00838
O 1.38024 -1.02442 -0.92911
N 0.20444 -0.10699 1.03699
N -1.67680 -0.52576 0.02422
H 0.81948 -1.80313 -0.82825
H -1.10535 -2.28935 -0.96606
H -0.96372 -2.38730 0.76780
H -2.58342 -2.35219 0.07537
H 2.58259 1.24790 -0.70774
H 2.06052 1.60273 0.95047
H 3.08598 0.18601 0.60390
H -0.67604 2.29708 -0.91875
H -0.84122 2.34796 0.85361
H -2.20553 1.86597 -0.15856

Forces on atoms 1 to 6 (eV/Å):
0.21 0.38 1.07
-0.18 0.78 -1.42
0.28 0.15 -0.64
2.33 -0.28 3.08
-4.73 -1.82 2.47
-0.58 0.53 0.60

relative energy (zero: lowest compared OMol25 entry of this formula, charge and spin) = 113.8 kcal/mol
gap between HOMO and LUMO (spin up / spin down) = 7.70 / 7.70 eV
HOMO energy (spin up / spin down) = -0.292 / -0.292 Eh
E_LUMO (spin up / spin down) = -0.26 / -0.26 eV
electronic energy = -381.10402 a.u.